Entry from the Open Molecules 2025 dataset: a structure of composition C29H35N5O2V at a distorted geometry (ωB97M-V/def2-TZVPD).

Each line ends with the Mulliken charge.
Atoms and positions in Å:
V 0.60435 0.47182 0.62069  -0.37
C 3.25755 -1.84565 -2.56643  -1.09
O 2.08430 -1.54174 -1.82534  -0.15
C 1.01998 -2.36628 -1.91556  0.52
C 0.94192 -3.64802 -2.46117  -0.90
C -0.30599 -4.22162 -2.77168  -0.55
C -1.47184 -3.61639 -2.36710  -0.97
C -1.41270 -2.49808 -1.46257  -0.75
C -0.15826 -1.84418 -1.30689  0.49
N -0.08394 -0.61145 -0.70832  0.58
N -1.17339 0.02742 -0.23873  0.38
C -2.18839 0.66957 -0.98152  -0.62
C -1.92818 1.74122 -1.90667  -0.02
O -0.86492 2.48509 -1.77810  -0.96
C -2.98954 1.91776 -2.91100  -0.78
C -4.07546 1.08561 -2.86643  -0.84
C -4.44592 0.31601 -1.68362  0.64
C -5.64960 -0.28340 -1.44818  -0.91
C -5.99988 -0.56864 -0.18568  -0.50
C -5.10387 -0.41927 0.89616  -0.88
C -3.83076 -0.02336 0.65393  -0.10
C -3.50916 0.35937 -0.63030  0.97
H 2.95062 -1.97507 -3.63791  0.45
H 3.90246 -0.94601 -2.48733  0.38
H 3.87620 -2.70027 -2.19796  0.34
H 1.84044 -4.16542 -2.72734  0.47
H -0.28242 -5.18252 -3.27282  0.38
H -2.47102 -3.91066 -2.63195  0.45
H -2.32492 -2.09572 -1.09839  0.52
H -2.78802 2.58794 -3.72988  0.46
H -4.69213 0.99482 -3.76620  0.32
H -6.38513 -0.41812 -2.23493  0.43
H -7.03688 -0.98665 0.03690  0.25
H -5.41863 -0.65878 1.91468  0.39
H -3.13974 0.05005 1.49955  0.20
C -0.36613 -1.30150 2.67789  -1.07
N 0.23325 0.08244 2.61158  1.15
C -0.77288 1.03031 3.13911  -1.74
C 1.40544 0.01484 3.48794  -1.17
C 2.57476 -0.44627 2.62918  0.92
C 3.62862 -1.14504 3.19236  -0.88
C 4.76385 -1.49964 2.40832  -0.81
C 4.69752 -1.24767 1.01008  -0.73
C 3.59780 -0.61064 0.49969  1.18
C 2.48487 -0.18866 1.27606  0.45
H -0.87900 -1.41863 3.63471  0.41
H 0.44321 -2.02544 2.58775  0.41
H -1.12065 -1.34784 1.86403  0.14
H -1.22555 0.73702 4.08215  0.41
H -1.59412 1.09339 2.40354  0.41
H -0.39660 2.02564 3.31067  0.45
H 1.23695 -0.70062 4.27339  0.48
H 1.65569 0.98446 3.95182  0.39
H 3.47289 -1.51328 4.21005  0.34
H 5.61683 -2.01612 2.84006  0.39
H 5.55359 -1.40161 0.34456  0.40
H 3.42509 -0.59126 -0.58362  -0.45
N 0.12604 2.70338 0.93192  -0.27
C 0.59266 3.90967 0.23182  -0.96
C 2.09502 3.85750 -0.07781  -0.63
C 2.60988 2.44940 -0.57255  -0.52
N 1.58263 1.51615 -1.00535  -0.07
H -0.89479 2.73081 0.95590  0.19
H 0.26572 2.88619 1.96328  0.15
H 0.42224 4.80381 0.89161  0.43
H 0.06015 4.06402 -0.70655  0.35
H 2.63658 4.21924 0.80693  0.34
H 2.22217 4.61370 -0.88604  0.29
H 3.12175 2.08884 0.29061  0.25
H 3.31479 2.62679 -1.42132  0.43
H 1.90709 0.81117 -1.70780  0.19
H 0.75557 2.02609 -1.36791  0.52

Atomic forces in eV per Å
1.871 2.611 -0.172
0.294 0.221 -0.982
0.616 -0.389 -0.079
-1.515 -0.711 0.676
-0.056 0.861 -0.182
0.639 -0.129 0.315
-0.111 1.576 1.905
2.006 -1.094 -2.276
-1.204 -0.343 -1.324
-1.757 -0.974 -0.837
0.619 1.184 1.263
1.104 0.555 -1.107
0.603 -0.052 1.039
-1.254 -0.886 -1.125
0.523 -1.093 1.076
-0.425 -0.298 -0.349
1.816 1.923 -1.126
-1.451 0.264 -1.074
-2.247 -1.663 2.392
-0.969 -0.450 0.253
-0.271 -0.421 1.421
0.912 -0.513 -1.294
0.530 -0.140 0.815
-0.419 -0.518 -0.151
-0.851 0.385 -0.123
0.362 -0.141 -0.322
-0.236 0.151 -0.150
-0.045 -0.634 -0.142
-0.444 0.504 0.394
-0.048 0.036 -0.207
-0.145 0.242 0.433
0.125 0.118 -0.108
1.501 0.613 -0.364
-0.030 0.070 -0.340
-0.034 -0.050 -0.555
-0.623 0.803 -0.945
-1.367 -0.120 2.191
-1.038 -0.321 -0.454
1.546 0.267 -0.461
-0.233 0.004 0.448
1.233 -0.828 -0.305
-1.386 0.271 -0.264
0.971 0.526 1.246
-1.765 -0.041 -0.588
0.804 -0.236 -0.655
0.098 -0.065 0.043
-0.235 -0.039 -0.285
0.497 -0.448 0.435
0.114 -0.441 0.271
0.308 0.032 0.317
0.423 0.103 0.021
-0.215 -0.191 0.682
-0.359 -0.174 -0.286
0.633 0.257 -0.052
-0.199 0.066 -0.006
-0.250 -0.428 0.369
0.689 0.481 0.740
-0.662 0.082 2.546
0.618 1.083 0.174
-0.610 0.094 -1.002
0.572 1.737 -0.582
-0.192 -0.751 -0.213
-0.047 -0.170 -0.768
0.487 -0.202 -1.533
-0.023 -0.650 -0.670
-0.272 -0.375 0.351
0.238 -0.398 -0.334
0.190 -0.417 0.589
0.673 -0.829 0.192
-0.214 -0.113 0.834
-0.340 1.059 0.861
-0.075 -0.443 -0.498

Output
HOMO-LUMO gap (alpha / beta)	6.235 / 5.383	eV
energy above the lowest of the compared OMol25 structures with the same formula, charge and spin	36.7	kcal/mol
spin multiplicity	4
HOMO level (alpha / beta)	-6.1 / -6.0	eV
electronic energy	-2494.1615	Ha

Entry from the Open Molecules 2025 dataset: a structure of composition C29H35N7NiP2 at a distorted geometry (ωB97M-V/def2-TZVPD).

Each line ends with the Mulliken charge.
Atoms and positions in Å:
Ni 0.60329 0.30842 -0.04372  -0.40
C 7.82822 0.32061 1.66534  -0.30
C 6.98630 0.75618 2.61480  -0.23
C 7.02079 2.15065 3.15761  -1.16
C 7.24205 3.29024 2.13516  -0.85
C 6.53548 3.10517 0.81658  -0.25
C 7.10719 2.49937 -0.23533  -0.49
C 8.51351 1.97044 -0.18702  -0.85
C 8.92271 1.15778 1.07339  -0.96
C -0.34390 0.57767 -1.68776  -1.93
H 7.82718 -0.71859 1.32277  0.33
H 6.36308 0.05460 3.17114  0.95
H 7.83687 2.19434 3.89788  0.29
H 6.09054 2.37248 3.70006  0.32
H 6.85770 4.21303 2.59746  0.45
H 8.31733 3.44496 1.98894  0.33
H 5.55976 3.59666 0.75461  0.56
H 6.63937 2.50229 -1.22322  0.48
H 9.22001 2.81119 -0.27335  0.26
H 8.69377 1.31553 -1.04847  0.40
H 9.71509 0.46037 0.75475  0.43
H 9.38358 1.81864 1.82123  0.36
H -0.38110 -0.47764 -2.01575  0.38
H 0.03960 1.20421 -2.50468  0.78
H -1.36756 0.87945 -1.40158  0.37
P 1.40788 2.24143 -0.19423  0.94
P 1.43578 0.10281 1.90652  0.25
N 2.32148 2.59324 -1.63019  0.69
N 0.25681 3.63408 -0.15434  0.49
N 2.82848 -0.94806 1.54407  0.34
N 0.89143 -0.72272 3.32454  0.59
C 2.53270 2.54805 1.19751  -0.94
C 2.13319 1.70253 2.42587  -0.97
C 2.49513 1.67495 -2.67295  -0.48
C 3.15196 2.30116 -3.71111  -0.77
C 3.41903 3.64946 -3.30806  -0.70
C 2.89158 3.80945 -2.02481  -0.58
C -0.78462 3.85089 -1.06319  -0.44
C -1.62884 4.84002 -0.55692  -0.69
C -1.09688 5.24358 0.70391  -0.65
C 0.04253 4.48768 0.93094  -0.36
C 2.91851 -1.72427 0.37564  -0.50
C 4.23967 -2.10661 0.20042  -1.14
C 4.99339 -1.55599 1.28168  -0.51
C 4.10065 -0.84695 2.08340  -0.13
C 1.69504 -1.15558 4.39691  -0.28
C 0.88614 -1.78015 5.34249  -0.56
C -0.45657 -1.76196 4.83338  -0.73
C -0.42314 -1.10700 3.61028  -0.28
H 2.54623 3.61995 1.42305  0.99
H 3.54563 2.29946 0.84715  -0.01
H 2.98603 1.52330 3.09402  0.62
H 1.35304 2.23069 3.00379  0.41
H 2.08757 0.67674 -2.58759  0.45
H 3.40645 1.84363 -4.66174  0.44
H 3.92218 4.40660 -3.88748  0.46
H 2.86282 4.66609 -1.37267  0.50
H -0.85734 3.27829 -1.97922  0.41
H -2.52372 5.21288 -1.02534  0.44
H -1.50923 5.98580 1.37181  0.43
H 0.71215 4.47110 1.78050  0.36
H 2.02906 -1.93284 -0.20495  0.57
H 4.62841 -2.71575 -0.60698  0.43
H 6.05354 -1.65188 1.44788  0.55
H 4.26647 -0.30013 2.99357  0.24
H 2.75475 -0.97852 4.40375  0.27
H 1.21488 -2.20989 6.27723  0.45
H -1.33590 -2.18348 5.30793  0.43
H -1.21186 -0.88069 2.90980  0.38
N -0.69081 -1.11017 0.43999  -0.52
C -1.69527 -1.72529 0.41761  0.59
N -2.68720 -2.50577 0.57331  -0.65
C -3.81036 -2.48304 -0.12122  0.43
N -4.83652 -2.57081 -0.69770  -0.54

Atomic forces in eV per Å
-1.774 -1.264 -0.467
-0.240 -0.023 0.705
0.901 -0.576 -0.242
-0.026 0.341 0.271
-0.092 0.264 0.218
0.296 0.034 -0.454
-0.190 0.823 0.404
0.364 -0.374 -0.060
0.364 -0.113 -0.332
-0.803 -0.405 -1.786
-0.200 0.310 0.250
-0.003 0.087 -0.458
-0.275 0.124 -0.001
0.172 -0.221 -0.036
0.203 -0.204 -0.114
-0.333 0.059 -0.097
0.160 -0.345 -0.279
-0.168 -0.115 0.399
-0.146 -0.161 -0.145
-0.137 0.276 0.018
-0.135 0.319 0.147
-0.238 -0.305 -0.135
-0.193 0.462 -0.292
-0.365 -0.159 0.214
0.352 -0.098 -0.170
0.534 3.466 -1.434
1.651 -2.359 2.292
-0.153 0.041 0.152
0.361 -0.790 0.116
0.027 0.878 -0.255
0.053 0.042 0.654
0.384 0.670 0.179
0.372 0.170 0.513
0.256 0.489 -0.342
-0.231 -0.237 0.706
-0.760 -0.224 1.468
0.403 -0.560 -1.162
-0.524 0.532 0.493
1.235 -1.022 -0.142
0.787 -0.784 -0.084
-0.476 0.210 -0.045
0.672 0.352 0.189
-0.742 0.361 0.359
-1.223 0.495 0.472
0.531 -0.697 -0.951
-1.111 -0.244 0.670
0.344 0.656 -1.358
0.487 0.687 -0.913
0.026 -0.276 0.763
0.189 -0.166 0.201
-0.267 -0.154 -0.016
-0.169 0.331 -0.101
0.179 -0.388 -0.143
0.178 0.176 -0.062
-0.049 0.100 0.282
-0.040 0.020 0.075
-0.024 0.024 -0.022
0.088 0.124 0.204
0.055 -0.013 -0.100
0.115 -0.074 -0.049
-0.175 0.112 -0.131
0.058 -0.103 0.074
-0.168 0.096 0.166
-0.183 -0.071 0.037
0.062 0.058 -0.035
0.013 -0.043 -0.003
0.046 0.033 -0.132
0.194 0.139 -0.189
0.073 -0.086 0.085
-0.837 -0.608 -0.185
-0.140 -0.488 0.160
0.314 0.370 0.117
-2.174 -0.263 -1.449
2.261 0.283 1.319

Output
HOMO-LUMO gap (alpha / beta)	6.258 / 6.883	eV
spin multiplicity	3
HOMO level (alpha / beta)	-7.0 / -8.4	eV
electronic energy	-3700.1767	Ha

Entry from the Open Molecules 2025 dataset: a structure of composition C29H36AsN5O3PrS5SbSi at a distorted geometry (ωB97M-V/def2-TZVPD).

Each line ends with the Mulliken charge.
Atoms and positions in Å:
Pr -0.23965 -0.66506 2.32124  0.78
S -2.25739 -4.08283 4.96314  -0.70
Sb -0.07847 -3.33949 4.82556  0.71
S -0.31560 -1.01145 5.40394  -0.66
S 0.53152 -3.44393 2.52993  -0.52
S 1.66206 -4.41333 6.00683  -0.79
N -3.09281 -2.38168 -0.92951  0.05
C -2.48456 -3.08006 -1.99394  0.07
C -3.24544 -3.76383 -2.94234  -0.71
C -2.66082 -4.81700 -3.66164  -0.34
C -1.32200 -5.22136 -3.41633  -0.74
C -0.53253 -4.43396 -2.57888  -0.67
C -1.08383 -3.32606 -1.91630  0.64
S -0.05334 -2.48694 -0.77974  0.01
N -1.19317 -1.99368 0.34136  0.23
C -2.49883 -2.10873 0.25716  0.23
C -3.30980 -1.72587 1.36805  0.64
C -4.66102 -1.29615 1.18139  -0.61
C -5.37106 -0.99868 2.31746  -0.47
C -4.85897 -1.31088 3.58484  -1.26
C -3.51675 -1.58729 3.66253  -0.37
N -2.75842 -1.74756 2.58093  0.30
H -4.08791 -2.57109 -0.88444  0.27
H -4.34943 -3.54638 -3.01038  0.31
H -3.23955 -5.33228 -4.45306  0.32
H -0.95307 -6.16405 -3.76773  0.38
H 0.57498 -4.53722 -2.50221  0.33
H -5.08429 -1.03110 0.16021  0.24
H -6.27807 -0.41667 2.22661  0.37
H -5.55436 -1.37386 4.40295  0.43
H -3.04684 -1.73619 4.62383  0.66
C 4.31699 -0.49324 -0.78382  -1.25
As 2.66148 0.51886 -1.23480  0.65
C 3.66585 2.20271 -1.65705  -1.26
C 2.26342 -0.31055 -2.99474  -0.94
C 2.32092 0.61197 -4.17654  0.43
C 3.48711 0.84463 -4.88456  -0.50
C 3.61092 1.93660 -5.76872  -0.39
C 2.48425 2.73754 -6.04686  -0.51
C 1.26036 2.35301 -5.50858  -0.52
C 1.15722 1.34829 -4.52212  -0.56
H 5.17255 -0.28457 -1.44770  0.34
H 4.04318 -1.52079 -0.82497  0.44
H 4.57955 -0.23968 0.25449  0.27
H 4.21985 2.37134 -0.75600  0.44
H 2.96100 3.04390 -1.80613  0.30
H 4.33663 2.12115 -2.56934  0.31
H 1.29476 -0.67347 -2.87193  0.28
H 2.94529 -1.20267 -3.07045  0.43
H 4.35766 0.25117 -4.67068  0.35
H 4.56256 2.21362 -6.16327  0.39
H 2.57911 3.57369 -6.71466  0.40
H 0.41127 2.96475 -5.78899  0.33
H 0.23425 1.12961 -4.04641  0.54
C -3.59325 1.76598 -0.68349  -1.07
Si -2.22644 2.12001 0.59144  0.68
C -0.90089 3.23618 -0.24480  -0.87
C -2.98114 3.18978 1.95966  -1.03
O -1.43304 0.76146 1.10081  -0.48
H -3.74848 2.68215 -1.32200  0.37
H -4.59461 1.58283 -0.23819  0.25
H -3.32064 0.90629 -1.28519  0.21
H -1.33866 4.19677 -0.63998  0.38
H -0.43887 2.68298 -1.13088  -0.03
H -0.18966 3.54040 0.52892  0.22
H -2.22627 3.31440 2.74325  0.25
H -3.90929 2.83066 2.43537  0.33
H -3.15091 4.16409 1.42633  0.25
C 4.31623 0.21320 3.91815  -1.11
N 3.28891 1.26797 3.66360  0.30
C 3.45963 2.55012 4.17974  -0.27
C 2.39762 3.37787 4.18883  -0.95
C 1.10086 2.96932 3.54745  0.41
O 0.22626 3.77894 3.34756  -0.68
N 1.00379 1.65195 3.15665  0.05
C 2.07470 0.85046 3.18079  0.52
O 2.00546 -0.32138 2.67682  -0.64
H 5.19391 0.45479 3.31664  0.35
H 3.87153 -0.75131 3.61175  0.33
H 4.64481 0.23820 4.98223  0.35
H 4.44105 2.76991 4.57734  0.43
H 2.46064 4.42278 4.54359  0.35

Atomic forces in eV per Å
-0.710 -0.339 1.591
0.022 -0.668 0.283
0.579 -0.175 0.622
0.141 -0.193 -1.147
-0.007 0.395 -0.106
-0.792 0.461 -0.337
-1.799 -0.354 -1.615
1.297 -0.929 0.826
-0.545 -0.012 0.123
0.560 -0.382 -0.333
-1.200 0.992 0.260
0.316 1.014 -0.327
-0.638 -0.992 -0.502
-0.540 0.417 -0.182
-2.020 -0.448 0.829
4.627 0.754 -1.354
-2.373 0.759 1.430
0.902 0.294 -1.229
-0.135 0.146 0.466
-0.863 0.183 -1.401
0.078 -0.376 0.535
0.330 0.179 -0.762
0.230 0.134 0.135
1.312 -0.266 -0.055
0.280 0.205 0.812
0.194 -0.108 -0.596
-1.069 -0.492 0.172
0.722 -0.437 1.432
-0.459 -0.464 0.029
0.297 0.453 0.532
0.337 0.116 -0.054
-0.029 1.031 0.090
0.712 0.571 0.501
-0.607 -0.217 -1.666
2.169 -0.290 -0.725
-1.119 0.197 0.190
0.417 1.200 -0.492
-1.464 -0.134 0.718
0.804 -1.576 0.307
-0.114 0.176 0.813
1.877 0.458 -1.287
-0.402 -0.035 0.138
-0.013 -0.961 0.057
-0.066 -0.125 -0.342
0.506 0.219 0.421
0.367 -0.461 0.056
-0.693 0.027 1.179
-1.718 -0.694 0.192
-0.510 0.879 -0.159
0.275 -0.179 0.127
0.539 -0.066 -0.334
-0.114 0.238 -0.142
-0.266 -0.227 0.166
-0.702 -0.071 0.360
-0.696 0.977 0.047
1.246 -0.631 0.536
-0.774 0.100 -1.074
0.013 0.178 -0.496
-1.091 1.122 -0.480
0.326 -0.891 0.335
0.601 -0.093 -0.014
0.007 -0.104 -0.357
0.255 -0.841 0.219
-0.259 0.724 1.269
0.249 -0.334 -0.222
-0.027 0.211 -0.150
0.247 0.103 -0.372
-0.053 -0.566 0.747
-0.231 0.686 0.071
1.212 -0.656 0.803
-1.403 -0.628 -0.198
0.085 0.705 -0.202
1.532 -0.971 0.297
-0.936 0.825 -0.013
0.496 -0.254 -0.176
-0.429 0.352 -0.440
0.763 0.800 0.210
0.064 -0.215 -0.149
0.408 0.532 0.408
-0.541 -0.198 -0.639
-0.022 0.043 -0.014
0.032 -0.801 -0.194

Output
HOMO-LUMO gap (alpha / beta)	4.816 / 4.818	eV
energy above the lowest of the compared OMol25 structures with the same formula, charge and spin	0.0	kcal/mol
total charge	-2
spin multiplicity	3
HOMO level (alpha / beta)	-1.3 / -1.3	eV
electronic energy	-6899.9512	Ha

Among the records above, which one has the highest electronic energy? C29H35N5O2V

Look up the spin multiplicity of the third one. 3